This record from the OMol25 dataset describes a molecular structure, C33H41CaGeN7O12 in a non-equilibrium geometry. The level of theory is wB97M-V/def2-TZVPD.

The geometry in XYZ format:
```
95
Properties=species:S:1:pos:R:3
Ca 12.02 10.42 11.49
C 7.32 10.80 12.92
C 8.24 12.03 13.16
C 7.86 13.29 12.62
C 8.66 14.42 12.90
C 9.69 14.33 13.81
C 10.01 13.13 14.38
C 9.28 11.94 14.04
H 7.90 9.91 13.13
H 6.91 10.65 11.93
H 6.52 10.84 13.63
H 7.06 13.35 11.93
H 8.28 15.29 12.33
H 10.20 15.24 13.97
H 10.92 12.91 14.84
H 9.60 11.04 14.35
O 14.64 7.03 11.25
C 14.13 8.12 11.04
O 13.97 9.14 11.80
C 13.48 8.36 9.61
O 13.90 7.63 8.69
O 12.47 9.13 9.52
C 10.77 7.42 7.79
N 9.87 8.21 8.58
C 9.55 9.55 8.05
C 9.15 10.33 9.41
O 8.56 11.38 9.48
N 9.50 9.50 10.46
C 10.02 8.37 9.90
N 10.53 7.45 10.72
H 11.30 6.69 8.35
H 11.60 8.03 7.36
H 10.15 6.96 6.99
H 8.73 9.66 7.41
H 10.43 10.08 7.66
H 10.63 7.61 11.72
H 11.21 6.88 10.33
N 12.26 12.65 10.82
C 11.36 13.14 9.84
C 10.42 14.16 10.11
C 9.53 14.45 9.12
C 9.68 13.98 7.81
C 10.62 13.00 7.55
C 11.39 12.53 8.57
H 10.22 14.58 11.04
H 8.77 15.21 9.42
H 8.85 14.32 7.10
H 10.63 12.62 6.48
H 12.12 11.72 8.52
O 14.71 7.77 18.65
N 13.84 7.08 18.14
O 13.29 6.09 18.63
C 13.37 7.45 16.80
C 12.47 6.60 16.13
C 11.91 7.06 14.97
C 12.12 8.46 14.41
O 11.46 8.92 13.46
C 13.17 9.13 15.09
C 13.72 8.71 16.31
N 13.56 10.50 14.72
O 13.04 11.07 13.74
O 14.41 10.96 15.45
N 10.91 6.18 14.30
O 9.87 6.57 13.82
O 11.17 4.97 14.49
H 12.13 5.61 16.47
H 14.46 9.27 16.86
C 13.19 16.79 15.64
C 13.94 15.48 15.52
C 14.22 15.04 14.06
C 12.96 14.68 13.27
Ge 13.49 13.73 11.59
C 14.26 15.09 10.33
C 13.34 15.79 9.35
C 13.86 17.03 8.62
C 14.42 18.12 9.59
H 12.75 16.99 16.60
H 12.25 16.79 15.00
H 13.88 17.61 15.40
H 13.41 14.71 16.01
H 14.90 15.60 16.13
H 14.87 14.18 14.15
H 14.69 15.91 13.57
H 12.33 15.57 13.01
H 12.36 14.03 13.81
H 14.64 12.80 12.16
H 15.12 14.56 9.91
H 14.63 15.79 11.06
H 12.58 16.17 9.98
H 12.99 15.20 8.53
H 12.93 17.54 8.13
H 14.60 16.83 7.91
H 13.65 18.56 10.30
H 14.95 18.87 8.96
H 15.12 17.69 10.29
```

Calculated values
- net charge = -2
- orbital gap (eV) = 5.703

This record from the OMol25 dataset describes 2 unconnected molecules or ions with the total composition C5H7Br in a non-equilibrium geometry. The level of theory is wB97M-V/def2-TZVPD.

The geometry in XYZ format:
```
13
Properties=species:S:1:pos:R:3
C -0.68 -1.82 -0.99
C -0.60 -1.39 0.24
C -1.06 -0.11 0.66
Br 0.32 -2.52 1.48
H -0.99 -1.21 -1.83
H -0.39 -2.80 -1.41
H -1.57 -0.16 1.60
H -1.71 0.27 -0.12
H -0.18 0.54 0.85
C 1.96 1.96 0.06
C 1.94 0.80 0.33
H 1.65 2.97 -0.03
H 2.21 -0.28 0.55
```

Calculated values
- SMILES string = C=C(C)Br.C#C
- net charge = 0
- orbital gap (eV) = 10.238

This record from the OMol25 dataset describes 2 unconnected molecules or ions with the total composition C3H8N2OS. The level of theory is wB97M-V/def2-TZVPD.

The geometry in XYZ format:
```
15
Properties=species:S:1:pos:R:3
C 2.89 1.57 0.10
C -2.09 0.30 -0.28
C -2.61 -1.04 0.10
N 2.66 0.28 0.26
N -1.66 0.69 -1.40
O 1.94 -1.97 1.09
S 1.95 -0.56 1.52
H 3.36 1.94 -0.79
H 2.58 2.25 0.87
H -2.07 1.04 0.52
H -3.51 -0.93 0.71
H -1.86 -1.55 0.70
H -2.84 -1.65 -0.78
H 2.95 -0.35 -0.49
H -1.69 -0.02 -2.13
```

Calculated values
- net charge = 0
- orbital gap (alpha / beta) (eV) = 7.768 / 6.862

This record from the OMol25 dataset describes a gas-phase ion, C10H17N2O (charge +1) in a non-equilibrium geometry. The level of theory is wB97M-V/def2-TZVPD.

The geometry in XYZ format:
```
30
Properties=species:S:1:pos:R:3
C -1.46 -0.89 -2.62
C -0.05 -0.70 -2.03
N 0.95 -1.78 -2.31
C 0.02 -0.54 -0.48
N 1.38 -0.90 -0.10
C 0.07 1.29 0.01
O 1.36 1.74 -0.28
C -0.16 1.22 1.50
C -1.45 1.17 1.98
C -1.68 0.98 3.32
C -0.75 1.14 4.33
C 0.60 1.33 3.80
C 0.84 1.32 2.43
H -2.16 -0.19 -2.29
H -1.42 -0.79 -3.72
H -1.96 -1.72 -2.31
H 0.20 0.25 -2.53
H 1.64 -1.45 -2.92
H 0.66 -2.64 -2.76
H -0.76 -0.99 0.22
H 1.96 0.06 -0.34
H 1.57 -1.17 0.80
H 1.66 -1.63 -0.86
H -0.77 1.74 -0.51
H 1.56 2.24 -1.10
H -2.30 1.28 1.30
H -2.73 1.03 3.68
H -0.64 1.34 5.31
H 1.29 1.72 4.58
H 1.82 1.70 2.07
```

Calculated values
- SMILES string = C[C@H](N)[C@@H]([NH3+])[C@H](O)c1ccccc1
- net charge = +1
- orbital gap (eV) = 9.326

This record from the OMol25 dataset describes a single C5H7ClS molecule in a non-equilibrium geometry. The level of theory is wB97M-V/def2-TZVPD.

The geometry in XYZ format:
```
14
Properties=species:S:1:pos:R:3
C 1.58 -1.48 -0.16
C 0.66 -0.96 -0.98
C -0.50 -0.19 -0.49
C -1.70 -0.96 -0.33
Cl -3.15 -0.18 0.04
S -0.65 1.53 -0.72
C 0.06 1.95 0.91
H 2.47 -1.72 -0.59
H 1.46 -1.61 0.87
H 0.92 -0.67 -1.96
H -1.81 -2.02 -0.15
H 1.08 2.29 0.77
H 0.06 1.12 1.55
H -0.48 2.90 1.26
```

Calculated values
- SMILES string = C=C/C(=C/Cl)SC
- net charge = 0
- orbital gap (eV) = 9.192

This record from the OMol25 dataset describes a molecular structure, C22H50NPPbSi4 in a non-equilibrium geometry. The level of theory is wB97M-V/def2-TZVPD.

The geometry in XYZ format:
```
79
Properties=species:S:1:pos:R:3
C 2.30 -0.74 -4.36
C 2.63 0.37 -3.60
C 1.76 0.86 -2.60
C 0.56 0.17 -2.36
C 0.20 -0.92 -3.16
C 1.09 -1.40 -4.13
C 2.24 2.06 -1.80
C 1.19 3.11 -1.34
N 0.73 4.03 -2.33
Pb -0.61 0.51 -0.35
C -1.15 -1.61 -2.99
P -2.30 -0.35 -2.30
H 3.57 0.90 -3.75
H 0.79 -2.27 -4.69
H 2.97 -1.10 -5.13
H -1.09 -2.48 -2.32
H -1.57 -1.97 -3.94
H 2.79 1.71 -0.90
H 3.02 2.59 -2.39
H 0.28 2.65 -0.85
C -3.91 -1.14 -2.00
C -2.55 0.67 -3.79
H 1.66 3.71 -0.54
C 0.22 3.56 -3.59
C 0.01 5.17 -1.80
H -3.28 1.59 1.37
H 0.11 4.46 -4.22
H 0.91 2.85 -4.06
H -0.78 3.06 -3.54
H -0.05 5.92 -2.59
H -1.01 4.94 -1.46
H 0.57 5.55 -0.93
H -3.08 0.05 -4.53
H -3.18 1.54 -3.52
H -1.60 1.01 -4.22
H -4.21 -1.66 -2.91
H -3.87 -1.85 -1.15
H -4.63 -0.34 -1.77
H -3.09 2.08 0.85
C 2.19 1.85 2.72
Si 0.58 1.00 3.21
C 0.62 0.38 4.99
C -0.78 2.30 3.04
Si 0.15 -0.90 1.90
Si 2.03 -2.22 1.51
C 2.19 -3.28 3.07
C 1.78 -3.27 -0.04
C 3.60 -1.24 1.19
Si -1.77 -2.13 2.37
C -1.53 -2.78 4.13
C -3.38 -1.15 2.30
C -1.88 -3.49 1.06
H 2.32 2.74 3.36
H 2.17 2.19 1.67
H 3.06 1.21 2.87
H 0.84 1.23 5.65
H -0.36 -0.02 5.29
H 1.39 -0.39 5.13
H -0.78 2.78 2.06
H -1.77 1.88 3.22
H -0.60 3.09 3.79
H 1.34 -3.96 3.19
H 3.10 -3.90 3.01
H 2.26 -2.65 3.97
H 1.74 -2.64 -0.94
H 2.63 -3.96 -0.14
H 0.87 -3.87 0.00
H 3.51 -0.64 0.28
H 3.86 -0.57 2.03
H 4.44 -1.94 1.06
H -1.50 -1.96 4.85
H -2.39 -3.42 4.38
H -0.62 -3.37 4.24
H -3.71 -0.93 1.28
H -4.16 -1.78 2.76
H -3.33 -0.20 2.86
H -1.98 -3.07 0.05
H -1.00 -4.14 1.09
H -2.77 -4.10 1.27
```

Calculated values
- net charge = +2
- orbital gap (alpha / beta) (eV) = 5.232 / 5.236